# C12H22F2O6P

3 unconnected molecules or ions with the total composition C12H22F2O6P (ωB97M-V/def2-TZVPD, the Open Molecules 2025 dataset).

Cartesian coordinates (Å):
C (3.592, -0.852, -2.012)
C (2.354, -0.339, -2.717)
C (2.110, 1.157, -2.503)
C (0.656, 1.582, -2.639)
C (-0.262, 1.323, -1.446)
C (-0.816, -0.097, -1.252)
P (-1.702, -0.678, -2.717)
H (3.552, -0.595, -0.961)
H (4.502, -0.479, -2.468)
H (3.618, -1.935, -2.082)
H (2.441, -0.505, -3.787)
H (1.489, -0.910, -2.374)
H (2.536, 1.509, -1.568)
H (2.646, 1.679, -3.291)
H (0.650, 2.657, -2.790)
H (0.281, 1.139, -3.564)
H (0.215, 1.616, -0.518)
H (-1.124, 1.979, -1.551)
H (-0.077, -0.830, -0.951)
H (-1.580, -0.054, -0.477)
H (-2.997, -1.049, -2.365)
H (-1.772, 0.340, -3.662)
H (-1.137, -1.823, -3.274)
C (0.341, -2.881, 2.961)
C (0.389, -1.373, 2.925)
O (1.755, -1.109, 2.651)
C (2.246, -2.181, 1.963)
O (3.259, -2.185, 1.352)
O (1.382, -3.224, 2.038)
F (0.059, -0.810, 4.111)
H (0.588, -3.262, 3.952)
H (-0.614, -3.287, 2.642)
H (-0.219, -0.927, 2.144)
C (-2.929, 2.271, 3.184)
C (-2.937, 2.234, 1.674)
O (-2.380, 0.948, 1.396)
C (-2.674, 0.143, 2.471)
O (-2.575, -1.040, 2.475)
O (-3.087, 0.882, 3.509)
F (-2.140, 3.176, 1.122)
H (-1.974, 2.630, 3.568)
H (-3.737, 2.859, 3.608)
H (-3.928, 2.298, 1.222)

Charge ... +1
LUMO energy ... -3.2536 eV
Multiplicity ... 1
E_HOMO ... -13.6216 eV
HOMO-LUMO gap ... 10.37 eV
Calculated total energy ... -39802.4170 eV

The computed Löwdin charges, all in e, follow:
1 C -0.092
2 C -0.264
3 C -0.207
4 C -0.225
5 C -0.238
6 C -0.369
7 P 1.105
8 H 0.065
9 H 0.082
10 H 0.078
11 H 0.111
12 H 0.072
13 H 0.118
14 H 0.117
15 H 0.118
16 H 0.089
17 H 0.124
18 H 0.109
19 H 0.085
20 H 0.060
21 H 0.008
22 H 0.019
23 H 0.014
24 C -0.039
25 C -0.331
26 O 0.133
27 C -0.548
28 O 0.183
29 O 0.074
30 F 0.090
31 H 0.151
32 H 0.139
33 H 0.139
34 C -0.025
35 C -0.299
36 O 0.080
37 C -0.552
38 O 0.172
39 O 0.100
40 F 0.081
41 H 0.153
42 H 0.148
43 H 0.176

***

# C5H5N2O2S

A gas-phase ion, C5H5N2O2S (charge -1) (ωB97M-V/def2-TZVPD, the Open Molecules 2025 dataset).

Cartesian coordinates (Å):
C (1.092, -1.379, -1.412)
C (-0.394, 0.227, -0.722)
C (-0.201, -0.988, -1.506)
C (1.623, 0.876, 0.957)
C (-0.779, 1.133, 1.371)
N (-0.978, 0.123, 0.452)
N (0.768, 1.422, 1.653)
O (1.001, 2.142, 2.628)
O (-1.130, -1.526, -2.450)
S (1.938, -0.348, -0.161)
H (1.684, -1.965, -2.088)
H (-1.216, 2.184, 1.123)
H (-1.377, 1.013, 2.267)
H (-1.221, -0.754, 1.008)
H (-0.811, -2.160, -3.118)

Charge ... -1
LUMO energy ... 3.1674 eV
Multiplicity ... 1
ΔE to the lowest compared entry with this formula, charge and spin ... 9.593 eV
E_HOMO ... -2.6653 eV
HOMO-LUMO gap ... 5.83 eV
Calculated total energy ... -23168.7734 eV

The computed Löwdin charges, all in e, follow:
1 C -0.382
2 C -0.107
3 C -0.449
4 C -0.468
5 C -0.166
6 N -0.072
7 N -0.415
8 O -0.200
9 O -0.044
10 S 0.755
11 H 0.041
12 H 0.141
13 H 0.099
14 H 0.177
15 H 0.090

***

# C32H42N10O2S3SiTeTi

A molecular structure, C32H42N10O2S3SiTeTi (ωB97M-V/def2-TZVPD, the Open Molecules 2025 dataset).

Cartesian coordinates (Å):
Ti (0.058, 0.714, 0.411)
C (2.111, 1.268, 3.486)
C (2.081, 2.263, 2.372)
C (2.724, 3.477, 2.423)
C (2.661, 4.328, 1.320)
C (1.951, 3.982, 0.187)
C (1.281, 2.761, 0.191)
N (1.389, 1.937, 1.263)
N (0.440, 2.207, -0.777)
Si (-0.212, 3.262, -2.085)
C (1.222, 3.865, -3.108)
C (-1.381, 2.254, -3.126)
C (-1.158, 4.619, -1.255)
H (2.999, 1.404, 4.099)
H (2.104, 0.253, 3.091)
H (1.233, 1.394, 4.125)
H (3.284, 3.752, 3.307)
H (3.179, 5.278, 1.349)
H (1.915, 4.630, -0.676)
H (1.089, 3.576, -4.152)
H (2.175, 3.448, -2.774)
H (1.306, 4.955, -3.079)
H (-1.194, 1.181, -3.057)
H (-1.271, 2.534, -4.178)
H (-2.415, 2.451, -2.835)
H (-0.546, 5.203, -0.566)
H (-1.981, 4.181, -0.685)
H (-1.576, 5.305, -1.997)
O (-0.807, -5.423, 3.280)
C (-1.175, -4.316, 4.070)
C (-0.832, -3.058, 3.326)
C (-1.306, -1.819, 3.762)
C (-0.998, -0.694, 3.046)
N (-0.236, -0.726, 1.931)
C (0.295, -1.912, 1.553)
C (-0.014, -3.090, 2.215)
C (1.296, -1.804, 0.487)
C (2.166, -2.777, 0.179)
C (3.360, -2.477, -0.596)
C (4.399, -3.556, -0.775)
O (4.437, -4.461, 0.315)
C (3.522, -1.239, -1.066)
C (2.433, -0.250, -1.032)
N (1.377, -0.516, -0.063)
H (-0.927, -6.234, 3.784)
H (-0.639, -4.302, 5.026)
H (-2.246, -4.313, 4.298)
H (-1.914, -1.737, 4.655)
H (-1.345, 0.285, 3.341)
H (0.390, -4.035, 1.884)
H (2.073, -3.762, 0.613)
H (5.373, -3.101, -0.965)
H (4.139, -4.146, -1.657)
H (5.022, -4.118, 0.996)
H (4.444, -0.939, -1.550)
H (2.793, 0.769, -0.931)
C (-2.295, -3.021, -3.865)
C (-2.738, -1.844, -3.083)
N (-3.712, -1.044, -3.381)
N (-3.718, -0.126, -2.367)
C (-2.767, -0.319, -1.466)
S (-2.428, 0.667, -0.102)
N (-2.145, -1.437, -1.898)
N (-1.094, -2.018, -1.198)
H (-2.900, -3.092, -4.765)
H (-2.412, -3.940, -3.288)
H (-1.248, -2.920, -4.153)
H (-4.373, 0.639, -2.390)
H (-0.326, -2.229, -1.830)
H (-1.421, -2.859, -0.731)
C (-4.141, 1.049, 2.997)
N (-3.963, 2.493, 3.037)
C (-4.942, 3.372, 3.498)
C (-4.429, 4.611, 3.433)
N (-3.149, 4.470, 2.930)
C (-2.855, 3.177, 2.696)
S (-1.316, 2.678, 2.138)
H (-5.083, 0.815, 2.507)
H (-4.153, 0.648, 4.010)
H (-3.330, 0.607, 2.431)
H (-5.901, 3.023, 3.839)
H (-4.855, 5.565, 3.686)
H (-2.485, 5.209, 2.766)
Te (1.539, -0.194, -3.115)
C (2.485, -1.878, -3.867)
C (1.981, -3.144, -3.985)
C (2.891, -4.049, -4.597)
C (4.067, -3.446, -4.933)
S (4.065, -1.789, -4.524)
H (0.992, -3.429, -3.650)
H (2.679, -5.092, -4.782)
H (4.934, -3.889, -5.400)

Charge ... +2
LUMO energy ... -5.7082 eV
Multiplicity ... 1
ΔE to the lowest compared entry with this formula, charge and spin ... 2.090 eV
E_HOMO ... -12.1571 eV
HOMO-LUMO gap ... 6.45 eV
Calculated total energy ... -123644.3870 eV

The computed Löwdin charges, all in e, follow:
1 Ti 0.810
2 C 0.001
3 C -0.301
4 C -0.001
5 C -0.001
6 C -0.001
7 C -0.451
8 N -0.035
9 N -0.156
10 Si 0.399
11 C -0.168
12 C -0.187
13 C -0.158
14 H 0.095
15 H 0.077
16 H 0.091
17 H 0.127
18 H 0.128
19 H 0.103
20 H 0.038
21 H 0.030
22 H 0.046
23 H -0.038
24 H 0.050
25 H 0.027
26 H 0.033
27 H 0.021
28 H 0.051
29 O -0.041
30 C -0.195
31 C -0.145
32 C 0.018
33 C -0.125
34 N -0.016
35 C -0.201
36 C 0.067
37 C -0.250
38 C 0.072
39 C -0.186
40 C -0.190
41 O -0.041
42 C -0.099
43 C -0.486
44 N -0.140
45 H 0.110
46 H 0.145
47 H 0.137
48 H 0.132
49 H 0.057
50 H 0.127
51 H 0.125
52 H 0.134
53 H 0.127
54 H 0.101
55 H 0.121
56 H 0.075
57 C 0.022
58 C -0.300
59 N 0.166
60 N 0.053
61 C -0.680
62 S 0.689
63 N -0.076
64 N 0.130
65 H 0.101
66 H 0.098
67 H 0.071
68 H 0.169
69 H 0.053
70 H 0.127
71 C -0.021
72 N -0.098
73 C -0.026
74 C -0.038
75 N 0.074
76 C -0.702
77 S 0.682
78 H 0.106
79 H 0.106
80 H 0.000
81 H 0.135
82 H 0.131
83 H 0.157
84 Te 1.349
85 C -0.973
86 C -0.244
87 C -0.176
88 C -0.389
89 S 0.971
90 H 0.077
91 H 0.112
92 H 0.080

***

# C4H12

2 unconnected molecules or ions with the total composition C4H12 (ωB97M-V/def2-TZVPD, the Open Molecules 2025 dataset).

Cartesian coordinates (Å):
C (0.919, 0.894, -0.051)
C (2.399, 1.156, -0.184)
H (0.700, 0.134, 0.623)
H (0.397, 1.771, 0.393)
H (0.347, 0.531, -0.954)
H (2.566, 1.852, -1.041)
H (2.994, 0.312, -0.469)
H (2.927, 1.581, 0.635)
C (-1.348, -1.492, -0.413)
C (-1.935, -0.553, 0.726)
H (-0.726, -0.796, -1.210)
H (-0.708, -2.215, -0.010)
H (-2.209, -2.059, -0.817)
H (-1.600, -1.020, 1.614)
H (-3.048, -0.607, 0.598)
H (-1.675, 0.510, 0.559)

LUMO energy ... 1.1465 eV
Multiplicity ... 1
ΔE to the lowest compared entry with this formula, charge and spin ... 1.070 eV
E_HOMO ... -11.3122 eV
HOMO-LUMO gap ... 12.46 eV
Calculated total energy ... -4341.4583 eV

The computed Löwdin charges, all in e, follow:
1 C -0.184
2 C -0.162
3 H 0.023
4 H 0.082
5 H 0.057
6 H 0.076
7 H 0.052
8 H 0.050
9 C -0.164
10 C -0.160
11 H 0.090
12 H 0.023
13 H 0.057
14 H 0.042
15 H 0.068
16 H 0.051